# 1
Here is a 4-piece molecular cluster, C29H54IN2O5P overall from OMol25. Energies are from ωB97M-V/def2-TZVPD.

Its largest force on an atom is 3.51 eV Å⁻¹. The total energy is -61554.3551 eV. As for the lowest unoccupied orbital energy: -0.803 eV. The orbital gap comes out at 7.80 eV.

```
! RIJCOSX wB97M-V def2-TZVPD def2/J DEFGRID3
* xyz 0 1
C -5.4212 7.7918 4.2780
C -5.9459 6.3423 3.9912
C -4.6851 5.4363 3.8141
C -5.0351 3.9272 4.0487
C -5.2856 3.2412 2.6546
C -4.0538 2.3127 2.2929
C -4.5869 0.8771 2.0382
C -4.3112 -0.1075 3.2264
C -4.6279 -1.5532 2.7340
C -3.4508 -2.5260 2.7759
C -3.6860 -3.7780 3.2878
C -2.6549 -4.7752 3.3321
C -1.4200 -4.4605 2.8521
I 0.0863 -5.9743 2.8838
C -1.0906 -3.1663 2.3157
N 0.1836 -2.9705 1.8605
C 0.3193 -1.7424 1.4138
P 2.0366 -1.3161 0.7545
O 2.6218 -0.0124 1.6070
O 1.8146 -0.8255 -0.8207
C -0.7060 -0.7391 1.3549
N -1.9338 -0.9624 1.7616
C -2.1366 -2.2131 2.2812
H -6.2410 8.4958 4.4759
H -4.8282 8.0972 3.4027
H -4.7589 7.6956 5.1545
H -6.5847 6.0016 4.8209
H -6.5442 6.3301 3.0637
H -3.8565 5.7741 4.4572
H -4.3652 5.5875 2.7682
H -5.9744 3.8697 4.6248
H -4.2620 3.3957 4.6222
H -5.4543 3.9859 1.8596
H -6.2159 2.6594 2.7452
H -3.6961 2.7000 1.3211
H -3.2540 2.3728 3.0415
H -4.1050 0.4145 1.1570
H -5.6705 0.8332 1.8343
H -3.2722 0.0211 3.5636
H -4.9656 0.2211 4.0548
H -5.1019 -1.5247 1.7378
H -5.4022 -1.9566 3.4121
H -4.6832 -4.0426 3.6460
H -2.8272 -5.7831 3.7150
H 2.5464 -0.1670 2.5601
H 1.6715 0.1405 -0.8111
H -0.4859 0.2603 0.9591
C 0.4891 3.2683 1.8260
C -0.5195 3.3643 0.6919
O -0.9435 4.6857 0.4200
C 0.0648 5.6038 0.0338
C 0.8029 5.2043 -1.2328
H 0.0804 3.7076 2.7376
H 0.7430 2.2243 2.0217
H 1.4150 3.7969 1.5940
H -1.4149 2.8067 0.9707
H -0.1306 2.8933 -0.2195
H 0.7669 5.7664 0.8588
H -0.4403 6.5554 -0.1352
H 1.3446 4.2649 -1.1115
H 1.5288 5.9723 -1.5046
H 0.1021 5.0776 -2.0597
C 7.7257 -2.0714 -2.3801
C 7.0364 -3.3885 -2.6968
O 6.1732 -3.8417 -1.6719
C 5.0930 -2.9845 -1.3342
C 4.1559 -2.7108 -2.4967
H 8.2895 -2.1498 -1.4491
H 8.4111 -1.7999 -3.1846
H 7.0104 -1.2557 -2.2626
H 7.7947 -4.1632 -2.8199
H 6.4970 -3.3271 -3.6495
H 5.4685 -2.0495 -0.9036
H 4.5382 -3.4879 -0.5422
H 4.6601 -2.1884 -3.3125
H 3.3215 -2.0913 -2.1724
H 3.7614 -3.6472 -2.8972
C 5.7367 -4.5723 -6.8245
C 4.5479 -3.7082 -6.4364
O 3.4411 -3.8377 -7.3102
C 2.8772 -5.1324 -7.4195
C 2.3554 -5.6844 -6.1031
H 6.0583 -4.3446 -7.8423
H 6.5711 -4.3956 -6.1439
H 5.4965 -5.6361 -6.7872
H 4.8497 -2.6604 -6.4750
H 4.2410 -3.9050 -5.4036
H 3.5961 -5.8232 -7.8738
H 2.0469 -5.0435 -8.1212
H 3.1522 -5.8125 -5.3688
H 1.8903 -6.6590 -6.2607
H 1.6144 -5.0088 -5.6724
*
```

***

# 2
Here is a 4-piece molecular cluster, C29H55N2O10 overall from OMol25. Energies are from ωB97M-V/def2-TZVPD.

Its largest force on an atom is 5.75 eV Å⁻¹. The total energy is -54412.8288 eV. As for the lowest unoccupied orbital energy: -2.506 eV. The orbital gap comes out at 9.65 eV.

```
! RIJCOSX wB97M-V def2-TZVPD def2/J DEFGRID3
* xyz 1 1
C -1.5727 4.1990 1.5360
O -1.8478 2.8111 1.3364
C -3.1730 2.6445 0.7876
C -3.7942 1.2881 1.0475
C -3.6596 0.2315 -0.0590
C -2.4066 -0.6151 0.0612
C -2.0990 -1.4995 -1.1591
C -1.0245 -0.9109 -2.0728
C 0.2807 -0.7225 -1.2941
C 0.6468 0.7435 -1.1414
C 1.8585 0.9641 -0.2206
C 1.7170 2.2922 0.5351
C 1.3902 2.1551 2.0224
N -0.1133 2.2881 2.2760
C -0.6371 1.4030 3.3235
C -0.9653 0.0850 3.0286
C -1.4641 -0.6837 4.0819
C -1.6086 -0.0943 5.3430
N -1.2837 1.1730 5.6094
C -0.8101 1.9114 4.6124
H -2.1403 4.8209 0.8536
H -0.5207 4.3717 1.3410
H -1.7969 4.4889 2.5614
H -3.1231 2.8348 -0.2847
H -3.7907 3.4213 1.2302
H -4.8511 1.4417 1.2403
H -3.3687 0.8831 1.9652
H -4.5222 -0.4259 -0.0081
H -3.6618 0.7055 -1.0398
H -2.5193 -1.2678 0.9258
H -1.5665 0.0521 0.2509
H -3.0051 -1.6424 -1.7440
H -1.7515 -2.4732 -0.8267
H -1.3648 0.0496 -2.4561
H -0.8908 -1.5933 -2.9058
H 1.1276 -1.2413 -1.7372
H 0.1377 -1.1294 -0.2921
H 0.8404 1.1618 -2.1252
H -0.1880 1.2716 -0.6825
H 2.7944 0.9369 -0.7691
H 1.8895 0.1273 0.4750
H 0.9096 2.8514 0.0741
H 2.6014 2.9096 0.4260
H 1.7091 1.2104 2.4389
H 1.8603 2.9630 2.5705
H -0.2980 3.2460 2.5637
H -0.6555 2.1212 1.4147
H -0.8492 -0.3253 2.0377
H -1.7496 -1.7107 3.9262
H -2.0042 -0.6717 6.1622
H -0.5580 2.9415 4.8303
C -2.3089 9.8347 4.8527
C -0.9135 10.2039 4.4039
O 0.0627 9.2425 4.8577
C 0.1549 8.1375 4.1455
O -0.4621 7.8506 3.1514
O 1.0893 7.3518 4.7081
C 1.2774 6.1287 4.0194
H -2.3373 9.6988 5.9338
H -3.0067 10.6260 4.5824
H -2.6394 8.9093 4.3823
H -0.5966 11.1436 4.8487
H -0.8484 10.2996 3.3214
H 1.4772 6.2983 2.9622
H 0.3843 5.5048 4.1272
H 2.1324 5.6397 4.4806
C 2.8986 -4.9100 -7.1332
C 2.1532 -4.9527 -5.8187
O 2.6042 -3.9191 -4.9182
C 2.1076 -2.7102 -5.1383
O 1.3127 -2.3971 -5.9828
O 2.6240 -1.8784 -4.2227
C 2.1950 -0.5257 -4.3623
H 3.9744 -4.9546 -6.9623
H 2.6082 -5.7582 -7.7519
H 2.6771 -3.9939 -7.6792
H 2.3481 -5.8818 -5.2876
H 1.0776 -4.8626 -5.9607
H 1.1086 -0.4663 -4.4046
H 2.6269 -0.0693 -5.2510
H 2.5582 -0.0031 -3.4803
C 0.4054 -10.7368 -1.4723
C 0.8865 -10.3132 -2.8420
O 0.8749 -8.8818 -2.9917
C 1.9103 -8.2463 -2.4531
O 2.8468 -8.7490 -1.8920
O 1.7476 -6.9373 -2.6656
C 2.7877 -6.1181 -2.1255
H -0.5766 -10.3101 -1.2661
H 0.3318 -11.8226 -1.4221
H 1.0938 -10.4020 -0.6976
H 0.2168 -10.6760 -3.6186
H 1.8864 -10.6910 -3.0496
H 3.7644 -6.4557 -2.4642
H 2.7538 -6.1256 -1.0371
H 2.6028 -5.1141 -2.4966
*
```

***

# 3
Here is a 7-piece molecular cluster, C29H55NO9S2 overall from OMol25. Energies are from ωB97M-V/def2-TZVPD.

Its largest force on an atom is 4.17 eV Å⁻¹. The total energy is -72548.0994 eV. As for the lowest unoccupied orbital energy: 0.284 eV. The orbital gap comes out at 9.20 eV.

```
! RIJCOSX wB97M-V def2-TZVPD def2/J DEFGRID3
* xyz 0 1
O 0.4801 2.1864 2.6644
S 0.3984 1.8918 1.2609
O 1.7354 1.7536 0.7310
C -0.4239 0.2805 1.0630
C -1.7357 0.2823 0.1757
C -2.1577 1.6889 -0.3329
N -2.7494 2.5592 0.7170
C -3.7445 2.0995 1.2049
S -4.7236 1.4581 2.2710
C -0.8218 2.4106 -0.7947
O -0.3080 3.0772 0.3981
H 0.3008 -0.4228 0.6136
H -0.6616 -0.1423 2.0572
H -2.5444 -0.2585 0.7051
H -1.5073 -0.3366 -0.7175
H -2.8113 1.5658 -1.2166
H -1.0939 3.2284 -1.4864
H -0.0857 1.7115 -1.2301
C 1.8995 2.1552 5.5827
C 1.2475 1.8683 6.9254
C 2.4542 1.5841 7.8055
O 3.5361 2.3628 7.2848
C 3.1647 2.8839 6.0010
H 1.2771 2.7376 4.9072
H 2.1556 1.2159 5.0855
H 0.7255 2.7605 7.2826
H 0.5347 1.0439 6.9014
H 2.7429 0.5283 7.7554
H 2.2844 1.8482 8.8510
H 2.9847 3.9587 6.1130
H 3.9853 2.7409 5.2966
C -9.2762 -1.6787 1.9019
C -8.4785 -2.9487 2.1500
C -7.1278 -2.5892 1.5535
O -6.9687 -1.1743 1.7129
C -8.2239 -0.6035 2.1065
H -10.1355 -1.5636 2.5623
H -9.6330 -1.6595 0.8732
H -8.3789 -3.1218 3.2256
H -8.9183 -3.8396 1.7018
H -7.0941 -2.8137 0.4817
H -6.3007 -3.1070 2.0430
H -8.1474 -0.3175 3.1618
H -8.4193 0.2939 1.5168
C -13.0587 0.2597 -1.4664
C -11.8413 0.9591 -2.0476
C -10.8081 0.7492 -0.9533
O -11.1289 -0.4944 -0.3160
C -12.4274 -0.9210 -0.7479
H -13.7921 -0.0408 -2.2142
H -13.5547 0.9151 -0.7455
H -11.5245 0.4531 -2.9635
H -12.0069 2.0108 -2.2799
H -10.8629 1.5398 -0.1974
H -9.7885 0.7087 -1.3401
H -12.2950 -1.7725 -1.4240
H -13.0098 -1.2494 0.1143
C 3.8380 3.3193 -1.6062
C 4.9230 2.4358 -2.1991
C 4.1479 1.6462 -3.2400
O 3.0843 2.4980 -3.6968
C 2.9846 3.6294 -2.8251
H 4.2196 4.2152 -1.1160
H 3.2554 2.7520 -0.8767
H 5.6818 3.0559 -2.6865
H 5.4218 1.7996 -1.4681
H 3.7002 0.7510 -2.8052
H 4.7674 1.3477 -4.0880
H 3.3646 4.5052 -3.3639
H 1.9368 3.8053 -2.5717
C 6.1772 -3.1162 -1.5512
C 5.6017 -3.5015 -2.9020
C 4.4040 -2.5715 -3.0093
O 4.7405 -1.3816 -2.2875
C 5.9309 -1.6200 -1.5215
H 7.2243 -3.3749 -1.4320
H 5.6099 -3.6049 -0.7526
H 6.3246 -3.2737 -3.6906
H 5.3310 -4.5547 -2.9817
H 3.5157 -3.0109 -2.5414
H 4.1614 -2.3154 -4.0425
H 6.7522 -1.0748 -1.9969
H 5.7976 -1.2349 -0.5088
C 11.1054 -1.7613 -3.0597
C 10.8759 -3.1135 -3.7142
C 9.6609 -3.6248 -2.9583
O 8.8965 -2.4732 -2.5783
C 9.6830 -1.2947 -2.7996
H 11.6748 -1.0656 -3.6753
H 11.6357 -1.8923 -2.1126
H 10.6293 -2.9773 -4.7707
H 11.7312 -3.7853 -3.6485
H 9.9541 -4.1521 -2.0440
H 9.0413 -4.2919 -3.5605
H 9.2708 -0.7729 -3.6700
H 9.6077 -0.6368 -1.9325
*
```

***

# 4
Here is a 7-piece molecular cluster, C29H56BN2O22S overall from OMol25. Energies are from ωB97M-V/def2-TZVPD.

Its largest force on an atom is 6.65 eV Å⁻¹. The total energy is -90501.9260 eV. As for the lowest unoccupied orbital energy: -5.604 eV. The orbital gap comes out at 6.75 eV. The value obtained for the relative energy (zero: lowest compared OMol25 entry of this formula, charge and spin) is 552.4 kJ/mol.

```
! RIJCOSX wB97M-V def2-TZVPD def2/J DEFGRID3
* xyz 1 1
C 0.2386 2.5910 -0.6416
C 0.3325 1.5124 -1.8995
C 0.2110 -0.0003 -1.2714
O -0.3517 -0.9918 -2.2478
C -1.3141 -1.8581 -1.4820
N -2.7152 -1.4063 -1.5533
N -3.6403 -2.1109 -0.8485
C -5.0977 -1.6088 -0.9398
C -5.4581 -0.4970 0.2292
C -6.2752 0.7360 -0.5513
O -6.4182 -1.0506 1.2016
C -3.2172 -3.2889 -0.0459
S -4.6143 -4.1393 0.9449
C -1.7523 -3.9812 0.1332
C -0.6005 -3.1211 -0.7310
B 0.9872 -3.5407 -0.7707
O 1.3672 -4.6099 -1.7601
O 2.0800 -2.9488 0.0281
C 3.1701 -2.4344 -0.8209
H 0.1422 1.9963 0.3730
H 1.2103 3.2454 -0.5489
H -0.7308 3.2624 -0.7182
H -0.5186 1.7662 -2.6882
H 1.3903 1.7044 -2.4110
H 1.3005 -0.3053 -0.9067
H -0.5221 -0.0011 -0.3315
H -5.8772 -2.4748 -1.0398
H -5.1516 -1.0081 -1.9703
H -4.4586 -0.0812 0.7311
H -5.5491 1.4838 -1.0988
H -7.0740 1.2492 0.1344
H -6.8908 0.1974 -1.4197
H -7.1221 -1.5006 0.6122
H -4.7271 -3.5213 2.2265
H -1.4923 -4.9292 0.7854
H 0.7424 -4.4195 -2.5464
H 3.2669 -1.2581 -0.6443
H 4.2138 -2.9398 -0.5685
H 3.0008 -2.5696 -1.9732
C -6.1977 6.8277 0.0910
O -6.2868 5.4230 0.3221
C -5.8189 5.0256 1.5322
O -5.3500 5.7526 2.3939
O -5.9629 3.6790 1.6175
C -5.5087 3.1169 2.8471
H -6.5994 7.0324 -0.9052
H -6.7969 7.3782 0.8235
H -5.1541 7.1576 0.1160
H -6.0802 3.5191 3.6898
H -4.4376 3.2985 2.9822
H -5.6717 2.0365 2.8055
C -6.4676 -1.4844 4.3978
O -5.9892 -2.5214 5.2523
C -4.9183 -2.1719 6.0087
O -4.3638 -1.0840 6.0076
O -4.5710 -3.2426 6.7665
C -3.4501 -3.0190 7.6197
H -7.3241 -1.8738 3.8405
H -6.8021 -0.6234 4.9855
H -5.6955 -1.1886 3.6801
H -3.6639 -2.2193 8.3362
H -2.5575 -2.7846 7.0308
H -3.2615 -3.9398 8.1783
C 5.3134 -3.8632 1.8891
O 6.3286 -2.8761 2.0610
C 7.4774 -3.3465 2.6089
O 7.6905 -4.5000 2.9481
O 8.3481 -2.3110 2.7143
C 9.6102 -2.6607 3.2791
H 4.4409 -3.3767 1.4442
H 5.6523 -4.6512 1.2089
H 5.0172 -4.2846 2.8552
H 10.1209 -3.4007 2.6545
H 9.4858 -3.0341 4.3007
H 10.2260 -1.7579 3.3156
C 4.4003 7.0605 -2.0687
O 4.3112 5.6558 -1.8376
C 4.7791 5.2584 -0.6274
O 5.2480 5.9855 0.2343
O 4.6351 3.9118 -0.5422
C 5.0893 3.3497 0.6874
H 3.9986 7.2653 -3.0649
H 3.8011 7.6110 -1.3362
H 5.4439 7.3904 -2.0437
H 4.5178 3.7519 1.5301
H 6.1604 3.5314 0.8225
H 4.9263 2.2693 0.6458
C 0.8003 9.4192 -7.3859
O 0.7112 8.0145 -7.1548
C 1.1791 7.6171 -5.9447
O 1.6480 8.3441 -5.0830
O 1.0351 6.2705 -5.8594
C 1.4893 5.7083 -4.6298
H 0.3986 9.6239 -8.3821
H 0.2011 9.9696 -6.6534
H 1.8439 9.7490 -7.3609
H 0.9178 6.1105 -3.7871
H 2.5604 5.8900 -4.4947
H 1.3263 4.6279 -4.6714
C 2.6078 -11.0471 -0.7870
O 2.7508 -10.0401 -1.7869
C 2.9766 -8.7950 -1.2971
O 3.0613 -8.4930 -0.1170
O 3.0915 -7.9439 -2.3477
C 3.3328 -6.5871 -1.9801
H 2.4311 -12.0013 -1.2910
H 3.5240 -11.1354 -0.1942
H 1.7480 -10.8331 -0.1439
H 4.2779 -6.4971 -1.4350
H 2.5020 -6.1949 -1.3847
H 3.4073 -5.9966 -2.8973
*
```

***

# 5
Here is C29H58F3InO11 as an isolated structure from OMol25. Energies are from ωB97M-V/def2-TZVPD.

Its largest force on an atom is 3.75 eV Å⁻¹. The total energy is -66852.6953 eV. As for the lowest unoccupied orbital energy: -3.331 eV. The orbital gap comes out at 3.96 eV.

```
! RIJCOSX wB97M-V def2-TZVPD def2/J DEFGRID3
* xyz 0 1
In -0.0011 -0.3135 -0.1979
C -1.6989 0.4974 3.5796
O -0.2574 0.5194 3.6626
O -1.9975 0.3948 2.1814
C -2.2962 -0.5366 4.5969
F -3.6334 -0.3899 4.6194
F -2.0175 -1.8298 4.4311
F -1.8788 -0.1726 5.8465
C 0.3655 1.4313 4.5526
C 1.8858 1.3860 4.2634
H 2.2351 2.3581 4.6113
H 2.5247 0.6216 4.7057
H 1.9699 1.2743 3.1824
H 0.1472 1.2105 5.5975
H 0.0840 2.4741 4.4062
H -2.0126 1.4733 3.9503
C 4.4794 0.9616 0.1743
C 4.1250 -0.2639 1.0504
O 2.8348 -0.8257 0.9139
H 4.3853 0.7011 -0.8799
H 5.5311 1.2196 0.2984
H 3.8614 1.8462 0.3277
H 4.3213 -0.1057 2.1108
H 4.8571 -1.0036 0.7264
C -2.5700 1.2213 -4.2573
C -1.5355 0.0461 -4.0479
O -1.5533 -0.5255 -2.7504
H -2.3426 2.0284 -3.5609
H -3.5660 0.8002 -4.1208
H -2.4694 1.6257 -5.2645
H -0.6117 0.5343 -4.3583
H -1.7730 -0.7363 -4.7687
C 1.5944 4.6347 0.9989
C 0.6353 3.4976 1.3440
O 0.9603 2.3598 1.1160
C -0.6997 3.8240 2.0354
H 2.5758 4.2975 1.3323
H 1.2978 5.5099 1.5769
H 1.5799 4.9104 -0.0555
H -1.2426 4.6901 1.6571
H -0.5136 4.0464 3.0861
H -1.4122 3.0087 1.9105
C 3.6749 -0.0643 -3.6837
C 3.0182 -1.1772 -2.8286
O 1.8545 -1.0918 -2.4422
C 3.7803 -2.4086 -2.4384
H 4.6930 0.1329 -3.3479
H 3.0275 0.8121 -3.7133
H 3.7432 -0.4322 -4.7074
H 3.9747 -3.0332 -3.3102
H 3.2326 -2.9288 -1.6526
H 4.7146 -2.0303 -2.0234
C 0.6189 3.9707 -2.5832
C 1.7014 2.9185 -2.2724
O 1.4165 1.7817 -1.8354
C 3.1378 3.3139 -2.5462
H 0.4729 4.6956 -1.7824
H -0.3396 3.5193 -2.8396
H 0.8765 4.5222 -3.4874
H 3.2612 4.2306 -3.1228
H 3.8428 2.5269 -2.8140
H 3.5665 3.7474 -1.6426
C -0.8236 -5.3518 -1.3462
C -0.3183 -4.0812 -1.9735
O -0.0890 -3.0487 -1.3827
C -0.0261 -4.1157 -3.4925
H -1.8450 -5.4890 -1.7014
H -0.7614 -5.3632 -0.2581
H -0.0721 -6.0872 -1.6336
H -0.5945 -4.8764 -4.0276
H 1.0286 -4.3233 -3.6731
H -0.2398 -3.1692 -3.9891
C -4.7224 -2.1875 0.9547
C -3.6456 -2.6387 0.0431
O -2.5640 -2.0577 0.1007
C -3.8568 -3.8468 -0.9292
H -5.0680 -3.0648 1.5015
H -5.4724 -1.6899 0.3399
H -4.2740 -1.4911 1.6631
H -3.0229 -3.7759 -1.6275
H -4.8069 -3.7629 -1.4568
H -3.7348 -4.8052 -0.4245
C 1.3230 -2.2365 3.7291
C 0.6450 -3.1761 2.7868
O 0.3102 -2.7486 1.6648
C 0.5194 -4.6368 3.1781
H 0.8738 -2.1026 4.7132
H 1.3250 -1.2387 3.2904
H 2.3647 -2.5123 3.8926
H 1.4746 -5.1023 3.4212
H -0.0712 -5.2421 2.4904
H -0.0552 -4.5954 4.1034
C -4.0031 1.5154 -0.5608
C -2.8419 2.4927 -0.6132
O -1.6854 2.1579 -0.9095
C -3.1191 3.9894 -0.4736
H -3.7036 0.4683 -0.6050
H -4.7255 1.6970 -1.3566
H -4.5015 1.6688 0.3964
H -3.3301 4.2369 0.5667
H -3.9963 4.2381 -1.0710
H -2.3303 4.6459 -0.8408
*
```